Entry 1:
ORCA calculation (ωB97M-V/def2-TZVPD) on a single C13H18N4O4S2 molecule at a distorted geometry.

```
! RIJCOSX wB97M-V def2-TZVPD def2/J DEFGRID3
* xyz 0 1
C -3.71 -1.81 1.11
C -3.84 -0.76 0.02
C -5.26 -0.73 -0.54
C -3.45 0.62 0.58
C -3.27 1.61 -0.52
O -4.08 2.43 -0.88
N -2.06 1.55 -1.23
C -0.95 0.81 -1.03
N -0.76 -0.09 -0.11
N 0.43 -0.65 -0.16
C 1.18 -0.22 -1.11
S 2.86 -0.79 -1.41
O 2.77 -1.90 -2.31
O 3.61 0.35 -1.82
N 3.40 -1.35 0.05
C 3.00 -2.70 0.37
C 3.29 -0.44 1.19
C 3.56 0.97 0.81
C 4.71 1.70 0.78
C 4.35 2.99 0.30
C 3.01 2.94 0.09
O 2.52 1.73 0.40
S 0.46 1.00 -2.10
H -4.01 -2.79 0.74
H -2.68 -1.88 1.46
H -4.35 -1.56 1.96
H -3.14 -1.02 -0.79
H -5.37 0.06 -1.28
H -5.50 -1.68 -1.02
H -5.98 -0.55 0.26
H -4.25 0.98 1.23
H -2.53 0.52 1.14
H -2.02 2.22 -1.99
H 3.03 -3.27 -0.56
H 3.71 -3.13 1.08
H 1.99 -2.74 0.79
H 2.28 -0.51 1.62
H 4.02 -0.77 1.94
H 5.69 1.37 1.05
H 5.00 3.82 0.14
H 2.31 3.67 -0.27
*
```

M = 358.4 g/mol
Energy above the lowest of the compared OMol25 structures with the same formula, charge and spin = 6.2 kJ/mol
HOMO-LUMO gap = 0.329 hartree
SMILES string = CC(C)CC(=O)Nc1nnc(S(=O)(=O)N(C)Cc2ccco2)s1
LUMO level = 0.12 eV

=====

Entry 2:
ORCA calculation (ωB97M-V/def2-TZVPD) on 2 unconnected molecules or ions with the total composition C3H4F3N2 at a distorted geometry.

```
! RIJCOSX wB97M-V def2-TZVPD def2/J DEFGRID3
* xyz 1 1
C -1.10 1.80 -0.78
C -1.11 -0.41 0.05
C 2.57 0.00 0.34
N -1.13 0.56 -0.63
N -1.33 -1.68 0.35
F 2.04 0.89 1.09
F 3.75 -0.51 0.74
F 1.72 -0.94 -0.01
H -1.29 2.41 0.09
H -1.08 2.22 -1.69
H -2.38 -1.86 0.16
H -0.67 -2.48 0.29
*
```

M = 125.1 g/mol
Energy above the lowest of the compared OMol25 structures with the same formula, charge and spin = 402.2 kJ/mol
HOMO-LUMO gap (spin up / spin down) = 0.355 / 0.231 hartree
LUMO level (spin up / spin down) = -4.92 / -6.60 eV

=====

Entry 3:
ORCA calculation (ωB97M-V/def2-TZVPD) on 12 unconnected molecules or ions with the total composition C37H54B2BrNO34.

```
! RIJCOSX wB97M-V def2-TZVPD def2/J DEFGRID3
* xyz 0 1
H 2.64 2.48 0.19
N 2.61 1.50 -0.07
C 2.22 1.37 -1.27
C 2.05 0.02 -1.89
B 3.06 -1.04 -1.33
Br 2.23 -2.48 -0.32
B 4.75 -1.08 -1.51
O 5.38 -2.05 -2.27
C 5.61 -0.02 -0.73
C 7.12 -0.24 -0.81
H 1.97 2.23 -1.88
H 1.03 -0.28 -1.68
H 2.21 0.13 -2.96
H 5.25 -1.96 -3.21
H 5.36 0.94 -1.19
H 5.25 0.02 0.29
H 7.63 0.55 -0.26
H 7.46 -0.19 -1.83
H 7.42 -1.18 -0.35
O -0.87 1.27 -2.48
C -1.24 1.22 -1.34
O -2.14 2.06 -0.81
C -2.50 1.57 0.51
C -1.29 0.73 0.87
O -0.82 0.33 -0.43
H -2.68 2.41 1.18
H -3.40 0.98 0.42
H -0.50 1.31 1.36
H -1.54 -0.13 1.47
O -3.52 -0.43 2.65
C -3.32 -0.47 3.82
O -3.00 0.60 4.58
C -3.11 0.21 5.96
C -2.94 -1.29 5.88
O -3.42 -1.58 4.56
H -2.36 0.70 6.57
H -4.10 0.49 6.31
H -1.89 -1.60 5.95
H -3.52 -1.83 6.62
O -2.98 -4.82 -0.04
C -2.55 -4.23 -0.97
O -1.42 -4.57 -1.64
C -1.34 -3.78 -2.83
C -2.19 -2.57 -2.47
O -3.11 -3.13 -1.52
H -0.31 -3.52 -3.06
H -1.76 -4.36 -3.66
H -1.62 -1.79 -1.99
H -2.73 -2.16 -3.32
O -6.05 0.20 5.00
C -6.65 -0.62 4.37
O -7.30 -0.36 3.23
C -7.66 -1.61 2.61
C -7.69 -2.54 3.80
O -6.74 -1.92 4.69
H -8.61 -1.51 2.10
H -6.89 -1.87 1.88
H -8.66 -2.57 4.29
H -7.38 -3.56 3.56
O 9.09 2.29 -1.28
C 8.35 3.19 -1.48
O 7.18 3.08 -2.16
C 6.45 4.30 -1.99
C 7.56 5.29 -1.68
O 8.55 4.46 -1.07
H 5.90 4.54 -2.90
H 5.75 4.18 -1.17
H 7.99 5.74 -2.57
H 7.26 6.08 -0.99
O -8.62 -5.88 3.64
C -8.52 -5.95 4.82
O -8.31 -4.89 5.63
C -8.47 -5.31 6.99
C -8.21 -6.80 6.89
O -8.61 -7.09 5.54
H -7.77 -4.79 7.63
H -9.49 -5.09 7.31
H -7.15 -7.05 7.00
H -8.79 -7.40 7.59
O -6.77 -0.25 -0.14
C -6.23 0.08 -1.15
O -4.94 0.49 -1.22
C -4.58 0.62 -2.61
C -5.93 0.80 -3.28
O -6.81 0.11 -2.36
H -3.90 1.46 -2.75
H -4.09 -0.30 -2.92
H -6.23 1.84 -3.33
H -5.98 0.32 -4.25
O 14.46 1.63 -4.88
C 13.58 1.44 -4.11
O 12.43 2.17 -4.07
C 11.52 1.51 -3.17
C 12.45 0.71 -2.29
O 13.57 0.48 -3.16
H 10.94 2.24 -2.62
H 10.85 0.88 -3.75
H 12.80 1.28 -1.42
H 12.03 -0.23 -1.95
O -5.40 5.80 0.75
C -5.68 4.70 1.09
O -4.79 3.79 1.55
C -5.52 2.66 2.08
C -6.83 2.76 1.33
O -6.93 4.17 1.07
H -4.98 1.74 1.90
H -5.64 2.79 3.16
H -6.81 2.23 0.38
H -7.68 2.42 1.91
O 11.32 5.14 1.00
C 12.09 5.12 0.11
O 12.57 6.23 -0.52
C 13.65 5.85 -1.37
C 13.35 4.38 -1.62
O 12.64 4.01 -0.43
H 13.66 6.45 -2.28
H 14.59 6.00 -0.84
H 12.70 4.24 -2.48
H 14.25 3.78 -1.74
O -6.43 -1.47 -5.14
C -6.66 -2.53 -4.65
O -5.72 -3.30 -4.06
C -6.39 -4.36 -3.35
C -7.71 -4.44 -4.09
O -7.87 -3.10 -4.57
H -5.81 -5.27 -3.40
H -6.51 -4.06 -2.31
H -7.68 -5.12 -4.95
H -8.55 -4.71 -3.46
*
```

M = 1158.3 g/mol
HOMO-LUMO gap = 0.338 hartree
SMILES string = [H]/N=C/CB(Br)B(O)CC.O=C1OCCO1.O=C1OCCO1.O=C1OCCO1.O=C1OCCO1.O=C1OCCO1.O=C1OCCO1.O=C1OCCO1.O=C1OCCO1.O=C1OCCO1.O=C1OCCO1.O=C1OCCO1
LUMO level = 0.25 eV